# 1
Below is one molecule with the formula C18H21ClN2O3S, with properties calculated with ωB97M-V/def2-TZVPD.

Calculated values
net charge: 0
SMILES: CS(=O)(=O)N(CCc1ccccc1)CC(=O)NCc1ccccc1Cl
LUMO: 0.621 eV

The geometry in XYZ format:
```
46
Properties=species:S:1:pos:R:3:forces:R:3:mulliken_charge:R:1
C 1.369 0.119 -1.973 0.072 0.802 0.271 -0.6379
H 0.960 0.202 -2.973 -0.048 0.117 -0.188 0.5456
H 0.720 -0.462 -1.334 -0.122 -0.075 0.109 -0.0206
H 2.361 -0.311 -2.001 0.156 -0.074 0.043 0.2355
S 1.488 1.796 -1.310 0.213 -0.686 -0.341 1.1236
O 2.635 2.417 -1.901 0.151 -0.097 0.069 -0.6974
O 0.201 2.421 -1.482 -0.188 0.045 0.145 -0.7505
N 1.724 1.605 0.311 -0.170 0.251 -0.825 0.1606
C 3.059 1.381 0.805 0.543 -0.234 0.227 -0.9480
H 3.706 1.370 -0.073 0.196 0.010 0.206 0.5038
C 3.186 0.070 1.596 -0.006 0.233 -0.192 -1.1992
C 2.967 -1.135 0.727 -0.001 -0.041 0.093 0.5606
C 1.800 -1.881 0.824 0.038 -0.001 0.033 -0.3074
C 1.591 -2.972 -0.002 -0.047 -0.071 -0.042 -0.7261
C 2.550 -3.334 -0.933 -0.056 -0.066 -0.070 -0.3926
C 3.722 -2.602 -1.031 0.100 0.009 -0.067 -0.6153
C 3.928 -1.509 -0.207 -0.021 -0.035 0.049 -0.2571
H 4.847 -0.945 -0.281 0.119 0.071 -0.019 0.3916
H 4.479 -2.886 -1.747 0.063 -0.022 -0.056 0.3842
H 2.389 -4.187 -1.575 -0.014 -0.074 -0.054 0.4065
H 0.681 -3.546 0.087 -0.087 -0.050 0.013 0.4373
H 1.056 -1.611 1.558 -0.106 0.068 0.108 0.4916
H 2.458 0.072 2.408 0.042 0.002 0.105 0.4279
H 4.188 0.038 2.029 -0.019 0.022 0.080 0.5006
H 3.364 2.220 1.443 -0.022 -0.019 -0.137 0.3501
C 0.674 1.982 1.231 -0.511 0.028 0.096 -1.1505
H 1.113 2.227 2.200 -0.019 -0.083 -0.124 0.4353
C -0.321 0.831 1.408 0.231 0.407 0.021 0.5342
O -0.386 0.159 2.417 0.042 -0.150 0.412 -0.6836
N -1.068 0.623 0.310 -0.427 -0.057 -0.329 0.1868
H -0.956 1.256 -0.476 -0.046 -0.037 0.145 0.4204
C -2.057 -0.422 0.227 0.108 -0.237 0.106 -1.1248
C -3.461 0.094 0.048 0.007 -0.052 -0.037 0.4370
C -3.791 1.419 0.299 -0.046 -0.074 -0.018 -0.2103
C -5.087 1.875 0.136 -0.041 0.048 0.011 -0.8690
C -6.081 1.009 -0.283 0.003 0.009 0.008 -0.3826
C -5.777 -0.318 -0.534 0.027 -0.036 -0.002 -0.5712
C -4.477 -0.763 -0.367 -0.065 0.290 0.053 0.3188
Cl -4.123 -2.430 -0.676 0.012 -0.246 -0.040 -0.2302
H -6.542 -1.008 -0.857 -0.042 -0.082 -0.030 0.4177
H -7.093 1.359 -0.413 -0.093 0.029 -0.017 0.3751
H -5.320 2.910 0.338 -0.022 0.097 0.018 0.3785
H -3.020 2.097 0.632 0.070 0.061 0.015 0.3998
H -1.995 -0.991 1.163 0.027 -0.015 -0.219 0.4238
H -1.814 -1.099 -0.601 -0.014 0.043 0.159 0.4904
H 0.154 2.859 0.834 0.017 -0.027 0.212 0.4369
```
Positions in Å, forces in eV/Å.

---

# 2
Below is one molecule with the formula C18H21ClN2O3S, with properties calculated with ωB97M-V/def2-TZVPD.

Calculated values
net charge: 0
SMILES: CS(=O)(=O)N(CCc1ccccc1)CC(=O)NCc1ccc(Cl)cc1
LUMO: 0.538 eV

The geometry in XYZ format:
```
46
Properties=species:S:1:pos:R:3:forces:R:3:mulliken_charge:R:1
C 0.406 2.215 -1.339 0.053 0.099 0.854 -1.0082
H 1.427 2.330 -1.676 0.189 -0.021 -0.041 0.3840
H 0.020 1.230 -1.562 -0.086 -0.146 -0.032 0.2587
H -0.221 2.980 -1.779 -0.101 0.173 -0.019 0.4156
S 0.379 2.486 0.459 0.222 0.017 -0.332 1.2390
O 1.369 3.477 0.745 0.207 -0.037 -0.139 -0.6888
O -0.985 2.744 0.842 -0.145 -0.117 0.055 -0.7417
N 0.825 1.079 1.186 -0.364 0.838 -0.324 0.2653
C 2.193 0.647 1.056 0.520 -0.121 -0.260 -0.8343
H 2.776 1.554 0.886 0.207 -0.173 0.105 0.3581
C 2.438 -0.372 -0.070 0.086 0.055 0.300 0.0555
C 3.877 -0.803 -0.051 -0.083 -0.002 -0.097 -0.1173
C 4.852 -0.025 -0.663 -0.005 -0.033 0.027 -0.2907
C 6.183 -0.399 -0.620 0.080 0.063 -0.029 -0.6779
C 6.557 -1.556 0.042 0.084 -0.031 0.007 -0.4121
C 5.594 -2.336 0.657 0.058 -0.060 0.055 -0.6022
C 4.263 -1.960 0.612 -0.022 0.027 -0.011 -0.2716
H 3.513 -2.575 1.089 -0.101 -0.077 0.044 0.3849
H 5.880 -3.241 1.173 0.021 -0.074 0.038 0.3807
H 7.596 -1.849 0.075 0.081 -0.026 0.000 0.3798
H 6.930 0.214 -1.102 0.059 0.046 -0.041 0.3747
H 4.564 0.879 -1.181 -0.041 0.107 -0.074 0.3526
H 2.201 0.080 -1.034 -0.071 -0.025 -0.030 0.2765
H 1.784 -1.233 0.074 -0.032 0.023 -0.082 0.3177
H 2.514 0.210 2.008 -0.021 0.100 -0.049 0.1947
C -0.192 0.150 1.619 -0.495 -0.119 0.068 -1.2510
H 0.284 -0.619 2.231 -0.039 0.089 -0.107 0.3650
H -0.913 0.704 2.225 0.036 -0.202 0.048 0.4052
C -0.924 -0.530 0.455 0.130 0.091 0.355 0.8046
O -0.657 -1.652 0.071 0.105 -0.404 -0.023 -0.6878
N -1.862 0.252 -0.105 -0.374 0.220 -0.187 0.1922
H -1.995 1.189 0.263 -0.023 -0.198 0.021 0.2757
C -2.717 -0.194 -1.188 0.053 -0.152 0.011 -1.1660
C -4.147 -0.294 -0.727 -0.031 0.059 -0.103 0.4064
C -4.499 -1.254 0.214 -0.052 0.077 -0.078 -0.1757
C -5.798 -1.348 0.677 -0.033 0.006 0.009 -0.7244
C -6.756 -0.471 0.191 0.219 0.091 -0.139 0.3632
C -6.423 0.495 -0.745 -0.155 -0.063 0.109 -0.6727
C -5.118 0.580 -1.196 0.115 -0.151 0.037 -0.3889
H -4.857 1.334 -1.924 0.042 0.087 -0.086 0.3269
H -7.177 1.173 -1.113 -0.090 0.047 -0.010 0.4118
Cl -8.383 -0.582 0.761 -0.208 -0.018 0.076 -0.2157
H -6.070 -2.095 1.405 -0.053 -0.062 0.063 0.4137
H -3.746 -1.935 0.583 0.094 -0.104 0.062 0.4493
H -2.636 0.500 -2.030 -0.006 -0.104 0.007 0.4545
H -2.344 -1.178 -1.491 -0.032 0.204 -0.057 0.4206
```
Positions in Å, forces in eV/Å.

---

| no. | HOMO-LUMO gap (eV) |
| --- | --- |
| 1 | 9.9 |
| 2 | 9.7 |